Version i
{"formula": "CH2N2O3", "method": "ωB97M-V with the def2-TZVPD basis set", "symbols": ["O", "N", "O", "N", "C", "O", "H", "H"], "coordinates": [[-1.681, 0.533, -0.800], [-1.313, -0.241, 0.017], [-1.612, -1.384, 0.221], [-0.178, 0.138, 0.839], [1.107, 0.114, -0.065], [0.476, 1.305, 0.368], [2.026, -0.261, 0.406], [1.174, -0.204, -0.986]], "smiles": "O=[N+]([O-])N1CO1", "lumo_ev": -0.108, "multiplicity": 1, "orbital_gap_ev": 11.09}



Version ii
{"formula": "CH2N2O3", "method": "ωB97M-V with the def2-TZVPD basis set", "symbols": ["C", "N", "N", "O", "O", "O", "H", "H"], "coordinates": [[0.340, 0.057, 1.137], [-0.424, -0.652, 0.173], [-0.231, -0.062, -1.508], [-0.219, -0.951, -2.269], [-0.230, 1.153, -1.640], [-1.023, 0.100, 1.169], [0.877, -0.539, 1.978], [0.910, 0.893, 0.960]], "lumo_ev": [-0.077, -0.077], "multiplicity": 1, "orbital_gap_ev": [10.02, 10.02]}



Tell me which of them is the least stable. Sure, it is version ii.



Version i
{"formula": "C5H14N2O2", "method": "ωB97M-V with the def2-TZVPD basis set", "symbols": ["C", "C", "C", "C", "C", "N", "N", "O", "O", "H", "H", "H", "H", "H", "H", "H", "H", "H", "H", "H", "H", "H", "H"], "coordinates": [[-0.149, 0.308, 0.771], [0.773, -0.368, -0.064], [2.349, 0.880, 0.342], [-2.078, 0.450, -1.235], [1.144, -1.784, 0.277], [-1.555, -0.613, -0.407], [-2.588, -1.105, 0.397], [-0.328, 1.646, 0.844], [2.064, 2.061, -0.386], [0.217, 2.084, 0.162], [2.211, 1.894, -1.324], [-0.346, -0.147, 1.742], [0.753, -0.139, -1.125], [-2.287, -1.963, 0.845], [-2.914, -0.428, 1.093], [3.217, 0.342, -0.043], [2.443, 1.135, 1.394], [-1.277, 0.836, -1.865], [-2.485, 1.289, -0.646], [-2.884, 0.067, -1.871], [1.027, -1.985, 1.343], [0.507, -2.473, -0.276], [2.187, -1.986, 0.031]], "lumo_ev": 0.681, "multiplicity": 1, "orbital_gap_ev": 7.60}



Version ii
{"formula": "C5H14N2O2", "method": "ωB97M-V with the def2-TZVPD basis set", "symbols": ["C", "C", "C", "C", "C", "N", "N", "O", "O", "H", "H", "H", "H", "H", "H", "H", "H", "H", "H", "H", "H", "H", "H"], "coordinates": [[0.526, 0.122, -0.810], [-0.855, 0.388, -0.419], [-0.598, 0.476, 1.456], [1.010, -1.300, -0.955], [0.198, -0.551, 2.221], [-1.887, -0.532, -0.669], [0.022, 0.699, -2.491], [1.522, 0.926, -0.320], [-0.081, 1.796, 1.630], [1.127, 1.628, 0.233], [0.179, 1.928, 2.551], [-1.169, 1.420, -0.548], [-1.654, 0.457, 1.743], [-2.395, -0.282, -1.507], [-1.587, -1.497, -0.718], [0.515, 0.101, -3.152], [0.483, 1.605, -2.534], [1.101, -1.792, 0.012], [1.997, -1.274, -1.413], [0.346, -1.883, -1.588], [-0.208, -1.548, 2.050], [0.156, -0.361, 3.301], [1.250, -0.527, 1.928]], "lumo_ev": 0.807, "multiplicity": 1, "orbital_gap_ev": 8.97}



Tell me which of them is the least stable. Sure, it is version i.



Version i
{"formula": "C2H3F2IO", "method": "ωB97M-V with the def2-TZVPD basis set", "symbols": ["O", "C", "F", "F", "C", "I", "H", "H", "H"], "coordinates": [[-0.106, 1.558, -0.097], [-0.318, 0.302, 0.251], [-1.588, 0.021, 0.233], [0.048, 0.226, 1.765], [0.534, -0.581, -0.519], [0.662, -2.638, 0.172], [-0.775, 2.070, 0.453], [-0.084, -0.664, -1.413], [1.626, -0.293, -0.845]], "smiles": "OC(F)(F)CI", "lumo_ev": 0.102, "multiplicity": 1, "orbital_gap_ev": 9.89}



Version ii
{"formula": "C2H3F2IO", "method": "ωB97M-V with the def2-TZVPD basis set", "symbols": ["C", "C", "O", "F", "F", "I", "H", "H", "H"], "coordinates": [[-0.053, -0.266, 0.164], [1.290, -0.619, -2.115], [0.794, 0.539, 0.596], [0.722, -0.032, -3.190], [1.989, 0.445, -1.681], [2.488, -2.348, -2.454], [0.031, -1.176, 0.584], [-0.848, 0.076, -0.454], [0.942, 1.357, 0.030]], "lumo_ev": [0.132, -0.674], "multiplicity": 1, "orbital_gap_ev": [8.25, 6.81]}



Tell me which of them is the least stable. Sure, it is version ii.



Version i
{"formula": "C4H11N3S", "method": "ωB97M-V with the def2-TZVPD basis set", "symbols": ["C", "C", "C", "C", "H", "H", "H", "H", "H", "H", "H", "H", "H", "H", "H", "N", "N", "N", "S"], "coordinates": [[-1.902, -0.585, 1.540], [-0.374, -0.782, 1.083], [0.242, -2.243, 0.555], [1.011, 1.046, -0.049], [-2.627, -1.206, 0.914], [-2.060, 0.493, 1.515], [-2.281, -1.093, 2.460], [0.133, -0.462, 2.076], [0.520, -2.892, 1.586], [-0.589, -2.695, -0.209], [1.240, -1.946, -0.392], [-1.684, 0.596, -1.373], [0.555, 2.616, 1.296], [2.263, 1.931, 0.804], [0.920, 0.896, -1.977], [-0.145, 0.218, 0.060], [1.303, 1.571, 1.041], [1.614, 1.355, -1.152], [-0.603, -0.178, -1.570]], "lumo_ev": 0.344, "multiplicity": 1, "orbital_gap_ev": 8.91}



Version ii
{"formula": "C4H11N3S", "method": "ωB97M-V with the def2-TZVPD basis set", "symbols": ["C", "C", "N", "N", "C", "N", "C", "S", "H", "H", "H", "H", "H", "H", "H", "H", "H", "H", "H"], "coordinates": [[1.671, 0.101, 0.891], [1.211, -1.328, 1.031], [0.050, -1.776, 0.231], [-0.023, -1.383, -1.084], [-0.535, -0.239, -1.332], [-1.229, 0.634, -0.520], [-1.504, 1.976, -1.040], [-2.153, 0.191, 0.811], [0.980, 0.840, 1.297], [2.689, 0.232, 1.336], [1.705, 0.350, -0.220], [2.012, -1.987, 0.698], [1.033, -1.634, 2.064], [-0.011, -2.789, 0.246], [-0.310, 0.130, -2.305], [-0.828, 2.179, -1.893], [-2.498, 2.066, -1.335], [-1.216, 2.751, -0.320], [-1.045, -0.313, 1.444]], "smiles": "CCN/N=C\\N(C)S", "lumo_ev": 0.814, "multiplicity": 1, "orbital_gap_ev": 8.16}



Tell me which of them is the least stable. Sure, it is version i.



Version i
{"formula": "C4H10NOS", "method": "ωB97M-V with the def2-TZVPD basis set", "symbols": ["N", "C", "C", "O", "C", "C", "S", "H", "H", "H", "H", "H", "H", "H", "H", "H", "H"], "coordinates": [[-0.995, 0.546, -1.395], [-0.454, 0.643, -0.032], [-1.717, 0.893, 1.013], [-2.706, 1.533, 0.326], [0.287, -0.762, 0.336], [1.536, -0.943, -0.552], [2.898, 0.363, 0.004], [-1.407, -0.422, -1.413], [-1.880, 1.226, -1.260], [0.140, 1.567, 0.169], [-1.335, 1.470, 1.844], [-1.818, -0.225, 1.236], [0.693, -0.749, 1.430], [-0.362, -1.614, 0.417], [1.364, -0.833, -1.634], [1.993, -1.966, -0.425], [3.763, -0.724, -0.063]], "smiles": "N[C@@H](C[O-])CCS", "lumo_ev": 3.085, "charge": -1, "multiplicity": 1, "orbital_gap_ev": 5.81}



Version ii
{"formula": "C4H10NOS", "method": "ωB97M-V with the def2-TZVPD basis set", "symbols": ["N", "C", "C", "O", "C", "C", "S", "H", "H", "H", "H", "H", "H", "H", "H", "H", "H"], "coordinates": [[0.990, 1.060, 0.937], [-0.102, -0.123, 0.961], [0.406, -1.417, 1.589], [0.506, -1.340, 2.925], [-0.583, -0.341, -0.457], [-0.462, 0.849, -1.449], [-0.633, 0.444, -3.290], [1.811, 0.509, 0.620], [1.133, 1.012, 1.962], [-0.775, 0.415, 1.639], [-0.352, -2.205, 1.315], [1.286, -1.596, 0.915], [-1.611, -0.715, -0.440], [0.038, -1.076, -0.988], [-1.368, 1.436, -1.292], [0.451, 1.420, -1.215], [-0.736, 1.669, -3.732]], "smiles": "N[C@H](C[O-])CCS", "lumo_ev": 2.940, "charge": -1, "multiplicity": 1, "orbital_gap_ev": 5.69}



Version iii
{"formula": "C4H10NOS", "method": "ωB97M-V with the def2-TZVPD basis set", "symbols": ["C", "N", "C", "O", "C", "C", "S", "H", "H", "H", "H", "H", "H", "H", "H", "H", "H"], "coordinates": [[0.772, 1.492, 0.916], [-0.336, 1.452, 0.115], [-0.958, 0.329, -0.163], [-0.140, -1.595, -1.513], [1.757, 0.553, 0.981], [1.703, -0.449, -0.026], [-3.743, -0.974, 0.702], [0.895, 2.331, 1.597], [2.620, -1.020, -0.235], [-1.121, -0.462, 0.629], [-1.929, 0.393, -0.687], [-0.423, -0.420, -0.965], [-3.700, 0.285, 0.228], [2.671, 0.746, 1.536], [1.307, -0.023, -0.952], [0.940, -1.163, 0.319], [-0.316, -1.474, -2.481]], "lumo_ev": 2.189, "charge": -1, "multiplicity": 1, "orbital_gap_ev": 5.31}



Tell me which of them is the least stable. Sure, it is version iii.



Version i
{"formula": "C3H7OS", "method": "ωB97M-V with the def2-TZVPD basis set", "symbols": ["C", "C", "O", "H", "H", "H", "H", "C", "S", "H", "H", "H"], "coordinates": [[-1.570, -1.553, -0.476], [-0.657, -2.272, 0.171], [0.432, -1.826, 0.835], [-2.327, -2.089, -1.029], [-1.616, -0.478, -0.360], [-0.715, -3.353, 0.156], [0.450, -0.848, 0.798], [1.249, 2.584, -0.087], [0.659, 1.163, 0.828], [2.127, 3.017, 0.391], [1.515, 2.329, -1.108], [0.452, 3.326, -0.120]], "lumo_ev": [0.714, -2.517], "s_squared": 0.75, "multiplicity": 2, "orbital_gap_ev": [9.44, 6.20]}



Version ii
{"formula": "C3H7OS", "method": "ωB97M-V with the def2-TZVPD basis set", "symbols": ["C", "S", "H", "H", "H", "C", "C", "O", "H", "H", "H", "H"], "coordinates": [[-1.732, 0.872, 0.896], [-1.582, 1.951, -0.561], [-1.689, 1.464, 1.803], [-2.646, 0.354, 0.655], [-0.913, 0.152, 0.879], [2.866, -1.468, -0.398], [1.555, -1.376, -0.349], [0.830, -2.005, 0.615], [3.432, -1.033, -1.220], [3.586, -1.883, 0.302], [0.992, -0.924, -1.160], [-0.113, -1.888, 0.480]], "lumo_ev": [0.674, -2.001], "s_squared": 0.75, "multiplicity": 2, "orbital_gap_ev": [9.82, 7.07]}



Tell me which of them is the least stable. Sure, it is version ii.